Computed, not measured: 10 unconnected molecules or ions with the total composition C35H70O15 in a non-equilibrium geometry, with wB97M-V/def2-TZVPD.

molar mass	730.93	g mol⁻¹
total charge	0
SMILES	CCOC(C)=O.CCOC(C)=O.CCOC(C)=O.CCOC(C)=O.CCOC(C)=O.CC(C)=O.CC(C)=O.CC(C)=O.CC(C)=O.CC(C)=O
E_LUMO	-0.0004	eV
HOMO level	-9.19	eV
ΔE to the lowest compared entry with this formula, charge and spin	22.2	kcal/mol
E	-68142.197	eV
frontier orbital gap	9.2	eV

Each atom is followed by the atoms it is bonded to, with distances in Å.
Geometry (Å):
1 O -0.814 -18.445 18.032  C2 1.245
2 C -1.840 -18.324 17.335  O1 1.245, O3 1.337, C6 1.563
3 O -2.691 -19.276 16.938  C2 1.337, C4 1.441
4 C -2.248 -20.601 17.288  O3 1.441, C5 1.526, H7 1.090, H8 1.090
5 C -3.374 -21.541 16.866  C4 1.526, H9 1.090, H10 1.090, H11 1.090
6 C -2.358 -16.896 16.969  C2 1.563, H12 1.090, H13 1.090, H14 1.090
7 H -2.052 -20.808 18.340  C4 1.090
8 H -1.374 -20.920 16.719  C4 1.090
9 H -3.881 -21.418 15.909  C5 1.090
10 H -4.184 -21.437 17.587  C5 1.090
11 H -3.013 -22.562 16.988  C5 1.090
12 H -3.261 -16.979 16.365  C6 1.090
13 H -1.610 -16.336 16.406  C6 1.090
14 H -2.524 -16.360 17.904  C6 1.090
15 O -12.106 -13.610 19.946  C16 1.236
16 C -11.645 -14.123 20.971  O15 1.236, O17 1.352, C20 1.472
17 O -10.412 -14.662 21.094  C16 1.352, C18 1.419
18 C -9.396 -14.597 20.104  O17 1.419, C19 1.533, H21 1.090, H22 1.090
19 C -9.418 -15.976 19.435  C18 1.533, H23 1.090, H24 1.090, H25 1.090
20 C -12.506 -14.396 22.133  C16 1.472, H26 1.090, H27 1.090, H28 1.090
21 H -8.454 -14.411 20.620  C18 1.090
22 H -9.531 -13.850 19.322  C18 1.090
23 H -10.389 -16.178 18.984  C19 1.090
24 H -9.170 -16.743 20.169  C19 1.090
25 H -8.561 -15.964 18.761  C19 1.090
26 H -12.840 -15.431 22.054  C20 1.090
27 H -13.431 -13.827 22.031  C20 1.090
28 H -11.997 -14.272 23.089  C20 1.090
29 O -8.355 -13.307 15.475  C30 1.176
30 C -7.642 -13.111 16.389  O29 1.176, O31 1.354, C34 1.499
31 O -6.990 -14.163 16.936  C30 1.354, C32 1.473
32 C -6.147 -14.044 18.138  O31 1.473, C33 1.565, H35 1.090, H36 1.090
33 C -5.443 -15.427 18.336  C32 1.565, H37 1.090, H38 1.090, H39 1.090
34 C -7.552 -11.738 16.985  C30 1.499, H40 1.090, H41 1.090, H42 1.090
35 H -6.724 -13.778 19.024  C32 1.090
36 H -5.382 -13.308 17.889  C32 1.090
37 H -6.117 -16.244 18.594  C33 1.090
38 H -4.785 -15.434 19.205  C33 1.090
39 H -4.936 -15.621 17.391  C33 1.090
40 H -6.500 -11.522 17.171  C34 1.090
41 H -7.992 -11.747 17.983  C34 1.090
42 H -8.055 -10.985 16.378  C34 1.090
43 O -5.207 -12.030 14.157  C44 1.225
44 C -4.147 -12.572 13.871  O43 1.225, O45 1.349, C48 1.493
45 O -3.223 -12.209 12.956  C44 1.349, C46 1.423
46 C -3.551 -11.101 12.126  O45 1.423, C47 1.507, H49 1.090, H50 1.090
47 C -2.239 -10.558 11.622  C46 1.507, H51 1.090, H52 1.090, H53 1.090
48 C -3.789 -13.807 14.629  C44 1.493, H54 1.090, H55 1.090, H56 1.090
49 H -4.046 -10.283 12.649  C46 1.090
50 H -4.192 -11.488 11.333  C46 1.090
51 H -2.364 -9.765 10.884  C47 1.090
52 H -1.736 -11.405 11.155  C47 1.090
53 H -1.604 -10.151 12.408  C47 1.090
54 H -3.357 -13.563 15.600  C48 1.090
55 H -3.127 -14.398 13.996  C48 1.090
56 H -4.757 -14.292 14.757  C48 1.090
57 O -4.920 -20.454 20.176  C58 1.244
58 C -5.171 -19.330 19.704  O57 1.244, O59 1.319, C62 1.520
59 O -4.627 -18.186 20.073  C58 1.319, C60 1.469
60 C -3.655 -18.183 21.175  O59 1.469, C61 1.554, H63 1.090, H64 1.090
61 C -3.130 -16.746 21.444  C60 1.554, H65 1.090, H66 1.090, H67 1.090
62 C -6.143 -19.156 18.549  C58 1.520, H68 1.090, H69 1.090, H70 1.090
63 H -2.817 -18.821 20.894  C60 1.090
64 H -4.119 -18.554 22.089  C60 1.090
65 H -3.944 -16.137 21.837  C61 1.090
66 H -2.798 -16.270 20.521  C61 1.090
67 H -2.293 -16.786 22.142  C61 1.090
68 H -7.081 -18.776 18.953  C62 1.090
69 H -6.293 -20.124 18.071  C62 1.090
70 H -5.751 -18.492 17.778  C62 1.090
71 C -4.172 -9.402 20.008  C72 1.514, H75 1.090, H76 1.090, H77 1.090
72 C -4.886 -10.588 20.623  C71 1.514, O73 1.246, C74 1.516
73 O -6.125 -10.602 20.757  C72 1.246
74 C -4.038 -11.772 21.043  C72 1.516, H78 1.090, H79 1.090, H80 1.090
75 H -3.303 -9.687 19.414  C71 1.090
76 H -3.964 -8.601 20.717  C71 1.090
77 H -4.918 -8.911 19.383  C71 1.090
78 H -3.941 -12.267 20.077  C74 1.090
79 H -4.578 -12.336 21.804  C74 1.090
80 H -3.142 -11.356 21.504  C74 1.090
81 C -10.277 -9.184 13.375  C82 1.483, H85 1.090, H86 1.090, H87 1.090
82 C -8.934 -9.347 13.982  C81 1.483, O83 1.213, C84 1.554
83 O -8.561 -8.731 14.958  C82 1.213
84 C -7.987 -10.351 13.268  C82 1.554, H88 1.090, H89 1.090, H90 1.090
85 H -10.787 -10.147 13.399  C81 1.090
86 H -10.214 -8.839 12.343  C81 1.090
87 H -10.852 -8.499 13.997  C81 1.090
88 H -7.168 -9.811 12.792  C84 1.090
89 H -8.516 -10.915 12.499  C84 1.090
90 H -7.616 -10.990 14.070  C84 1.090
91 C -9.514 -17.525 16.004  C92 1.505, H95 1.090, H96 1.090, H97 1.090
92 C -9.211 -17.720 14.542  C91 1.505, O93 1.219, C94 1.489
93 O -9.293 -18.805 13.992  C92 1.219
94 C -8.814 -16.497 13.793  C92 1.489, H98 1.090, H99 1.090, H100 1.090
95 H -10.310 -16.783 16.047  C91 1.090
96 H -8.627 -17.206 16.551  C91 1.090
97 H -9.955 -18.395 16.491  C91 1.090
98 H -9.772 -15.985 13.703  C94 1.090
99 H -8.430 -16.694 12.792  C94 1.090
100 H -8.143 -15.879 14.389  C94 1.090
101 C -11.271 -13.824 17.068  C102 1.513, H105 1.090, H106 1.090, H107 1.090
102 C -12.051 -13.177 15.944  C101 1.513, O103 1.243, C104 1.561
103 O -13.237 -13.472 15.720  C102 1.243
104 C -11.331 -12.068 15.114  C102 1.561, H108 1.090, H109 1.090, H110 1.090
105 H -10.425 -14.299 16.572  C101 1.090
106 H -11.792 -14.610 17.615  C101 1.090
107 H -11.012 -13.065 17.806  C101 1.090
108 H -12.089 -11.544 14.533  C104 1.090
109 H -10.560 -12.505 14.479  C104 1.090
110 H -10.771 -11.403 15.771  C104 1.090
111 C -10.638 -9.895 18.723  C112 1.552, H115 1.090, H116 1.090, H117 1.090
112 C -11.584 -8.864 19.397  C111 1.552, O113 1.243, C114 1.499
113 O -12.246 -8.058 18.721  C112 1.243
114 C -11.837 -9.011 20.867  C112 1.499, H118 1.090, H119 1.090, H120 1.090
115 H -9.861 -10.232 19.409  C111 1.090
116 H -10.226 -9.372 17.860  C111 1.090
117 H -11.208 -10.732 18.320  C111 1.090
118 H -12.251 -9.977 21.156  C114 1.090
119 H -12.504 -8.253 21.277  C114 1.090
120 H -10.857 -8.961 21.341  C114 1.090